Computed, not measured: a 16-piece molecular cluster, C44H126N6O16 overall in a non-equilibrium geometry, with ωB97M-V/def2-TZVPD.

The calculated total energy is -89367.2996 eV. The strongest force on any atom comes out at 0.0361 hartree/bohr. The value obtained for the LUMO energy is 0.155 eV. As for the HOMO energy: -9.30 eV. The energy above the lowest of the compared OMol25 structures with the same formula, charge and spin comes out at 0.00 kcal/mol. The calculation puts the molar mass at 995.5 g mol⁻¹. As for the gap between HOMO and LUMO: 9.5 eV.

Last columns: bonded neighbours and bond lengths (Å).
Cartesian coordinates (Å):
1 C -3.45 3.27 -0.51  C2 1.509, H4 1.099, H5 1.092, H6 1.090
2 C -2.43 4.34 -0.22  C1 1.509, O3 1.434, H7 1.086, H8 1.098
3 O -3.02 5.32 0.64  C2 1.434, H9 0.968
4 H -3.08 2.55 -1.26  C1 1.099
5 H -4.38 3.68 -0.92  C1 1.092
6 H -3.72 2.70 0.37  C1 1.090
7 H -2.08 4.79 -1.14  C2 1.086
8 H -1.60 3.88 0.35  C2 1.098
9 H -3.24 4.84 1.45  O3 0.968
10 C 2.53 3.66 1.39  C11 1.509, H13 1.094, H14 1.092, H15 1.092
11 C 2.33 5.14 1.19  C10 1.509, O12 1.430, H16 1.097, H17 1.094
12 O 2.30 5.80 2.46  C11 1.430, H18 0.960
13 H 2.54 3.12 0.44  C10 1.094
14 H 1.70 3.25 1.97  C10 1.092
15 H 3.46 3.41 1.90  C10 1.092
16 H 1.38 5.28 0.66  C11 1.097
17 H 3.11 5.58 0.55  C11 1.094
18 H 1.70 6.55 2.40  O12 0.960
19 C -3.94 -4.09 -2.25  C20 1.510, H22 1.092, H23 1.095, H24 1.091
20 C -4.84 -5.27 -2.52  C19 1.510, O21 1.437, H25 1.093, H26 1.092
21 O -4.79 -5.70 -3.89  C20 1.437, H27 0.968
22 H -3.83 -3.90 -1.18  C19 1.092
23 H -4.37 -3.19 -2.71  C19 1.095
24 H -2.97 -4.24 -2.72  C19 1.091
25 H -5.89 -5.12 -2.26  C20 1.093
26 H -4.46 -6.14 -1.97  C20 1.092
27 H -5.10 -4.97 -4.45  O21 0.968
28 C -5.85 0.71 -2.97  C29 1.520, H31 1.088, H32 1.094, H33 1.094
29 C -4.80 0.17 -3.93  C28 1.520, O30 1.443, H34 1.091, H35 1.091
30 O -3.49 0.47 -3.42  C29 1.443, H36 0.962
31 H -5.71 1.75 -2.70  C28 1.088
32 H -5.80 0.12 -2.05  C28 1.094
33 H -6.86 0.51 -3.35  C28 1.094
34 H -4.87 0.53 -4.96  C29 1.091
35 H -4.85 -0.92 -3.95  C29 1.091
36 H -3.24 1.33 -3.77  O30 0.962
37 C 0.43 0.27 6.21  C38 1.515, H40 1.091, H41 1.087, H42 1.093
38 C 1.24 1.50 5.88  C37 1.515, O39 1.413, H43 1.101, H44 1.098
39 O 0.42 2.65 5.95  C38 1.413, H45 0.961
40 H 1.13 -0.58 6.27  C37 1.091
41 H -0.38 0.11 5.51  C37 1.087
42 H 0.01 0.35 7.22  C37 1.093
43 H 1.68 1.35 4.88  C38 1.101
44 H 2.10 1.59 6.56  C38 1.098
45 H 0.94 3.42 5.69  O39 0.961
46 C 4.38 -3.36 -4.05  C47 1.510, H49 1.092, H50 1.090, H51 1.094
47 C 3.55 -2.35 -3.30  C46 1.510, O48 1.438, H52 1.096, H53 1.089
48 O 2.24 -2.21 -3.90  C47 1.438, H54 0.961
49 H 3.93 -4.35 -3.97  C46 1.092
50 H 5.41 -3.41 -3.72  C46 1.090
51 H 4.40 -3.12 -5.12  C46 1.094
52 H 4.00 -1.36 -3.36  C47 1.096
53 H 3.52 -2.61 -2.25  C47 1.089
54 H 2.39 -1.68 -4.69  O48 0.961
55 C 0.56 3.50 -2.35  C56 1.523, H58 1.093, H59 1.093, H60 1.087
56 C 1.24 2.63 -3.39  C55 1.523, O57 1.420, H61 1.096, H62 1.097
57 O 0.35 2.49 -4.49  C56 1.420, H63 0.961
58 H -0.41 3.07 -2.07  C55 1.093
59 H 0.33 4.45 -2.84  C55 1.093
60 H 1.18 3.64 -1.47  C55 1.087
61 H 1.49 1.66 -2.95  C56 1.096
62 H 2.19 3.12 -3.64  C56 1.097
63 H 0.77 1.96 -5.17  O57 0.961
64 C 1.44 -5.41 -2.12  C65 1.526, H67 1.086, H68 1.089, H69 1.099
65 C 0.35 -4.58 -2.77  C64 1.526, O66 1.428, H70 1.100, H71 1.089
66 O 0.54 -4.38 -4.17  C65 1.428, H72 0.969
67 H 2.43 -4.97 -2.19  C64 1.086
68 H 1.42 -6.44 -2.47  C64 1.089
69 H 1.07 -5.46 -1.08  C64 1.099
70 H 0.34 -3.60 -2.27  C65 1.100
71 H -0.64 -5.04 -2.67  C65 1.089
72 H 1.23 -3.70 -4.21  O66 0.969
73 C -5.30 0.31 1.12  C74 1.503, H76 1.096, H77 1.090, H78 1.096
74 C -6.18 1.52 1.27  C73 1.503, O75 1.421, H79 1.104, H80 1.087
75 O -6.73 1.62 2.58  C74 1.421, H81 0.961
76 H -4.97 0.14 0.09  C73 1.096
77 H -5.76 -0.63 1.43  C73 1.090
78 H -4.36 0.40 1.68  C73 1.096
79 H -7.00 1.44 0.54  C74 1.104
80 H -5.71 2.46 0.98  C74 1.087
81 H -7.39 0.93 2.66  O75 0.961
82 C -3.12 -4.55 1.73  C83 1.518, H85 1.089, H86 1.094, H87 1.091
83 C -2.93 -3.04 1.64  C82 1.518, O84 1.430, H88 1.094, H89 1.092
84 O -3.96 -2.50 0.81  C83 1.430, H90 0.975
85 H -4.16 -4.80 1.91  C82 1.089
86 H -2.51 -4.95 2.55  C82 1.094
87 H -2.79 -5.04 0.82  C82 1.091
88 H -1.97 -2.86 1.15  C83 1.094
89 H -2.99 -2.56 2.61  C83 1.092
90 H -3.57 -1.89 0.16  O84 0.975
91 C -2.81 6.03 4.95  C92 1.520, H97 1.093, H98 1.090, H99 1.091
92 C -1.55 5.19 4.75  C91 1.520, C93 1.541, N96 1.470, H100 1.092
93 C -1.52 4.49 3.38  C92 1.541, O94 1.405, H101 1.107, H102 1.091
94 O -2.70 3.81 3.01  C93 1.405, C95 1.400
95 C -3.10 2.75 3.84  O94 1.400, H103 1.094, H104 1.097, H105 1.094
96 N -0.37 6.05 4.92  C92 1.470, H106 1.016, H107 1.017
97 H -2.89 6.34 5.99  C91 1.093
98 H -3.68 5.41 4.73  C91 1.090
99 H -2.79 6.96 4.38  C91 1.091
100 H -1.54 4.41 5.52  C92 1.092
101 H -0.70 3.76 3.48  C93 1.107
102 H -1.21 5.20 2.61  C93 1.091
103 H -3.63 3.04 4.75  C95 1.094
104 H -2.31 2.03 4.08  C95 1.097
105 H -3.82 2.17 3.26  C95 1.094
106 H 0.47 5.49 4.98  N96 1.016
107 H -0.25 6.58 4.06  N96 1.017
108 C 3.47 0.09 -0.63  C109 1.509, H114 1.095, H115 1.091, H116 1.091
109 C 4.95 0.41 -0.67  C108 1.509, C110 1.515, N113 1.480, H117 1.093
110 C 5.24 1.88 -0.44  C109 1.515, O111 1.447, H118 1.096, H119 1.094
111 O 4.54 2.60 -1.47  C110 1.447, C112 1.402
112 C 4.94 3.93 -1.61  O111 1.402, H120 1.096, H121 1.098, H122 1.090
113 N 5.64 -0.42 0.33  C109 1.480, H123 1.015, H124 1.017
114 H 2.96 0.57 0.20  C108 1.095
115 H 3.31 -0.99 -0.54  C108 1.091
116 H 2.98 0.39 -1.56  C108 1.091
117 H 5.38 0.17 -1.65  C109 1.093
118 H 6.30 2.10 -0.62  C110 1.096
119 H 4.90 2.28 0.53  C110 1.094
120 H 5.99 4.08 -1.33  C112 1.096
121 H 4.32 4.58 -0.99  C112 1.098
122 H 4.84 4.26 -2.65  C112 1.090
123 H 6.63 -0.23 0.32  N113 1.015
124 H 5.30 -0.16 1.25  N113 1.017
125 C -2.69 -1.91 -5.64  C126 1.513, H131 1.091, H132 1.094, H133 1.087
126 C -3.45 -2.64 -6.73  C125 1.513, C127 1.513, N130 1.476, H134 1.098
127 C -4.95 -2.54 -6.52  C126 1.513, O128 1.399, H135 1.104, H136 1.106
128 O -5.34 -3.16 -5.33  C127 1.399, C129 1.404
129 C -6.71 -3.00 -5.04  O128 1.404, H137 1.099, H138 1.089, H139 1.098
130 N -3.15 -2.02 -8.03  C126 1.476, H140 1.018, H141 1.018
131 H -1.61 -1.99 -5.75  C125 1.091
132 H -2.88 -2.37 -4.66  C125 1.094
133 H -3.00 -0.88 -5.52  C125 1.087
134 H -3.18 -3.70 -6.71  C126 1.098
135 H -5.51 -2.93 -7.38  C127 1.104
136 H -5.24 -1.47 -6.53  C127 1.106
137 H -6.94 -1.97 -4.76  C129 1.099
138 H -7.00 -3.67 -4.23  C129 1.089
139 H -7.33 -3.25 -5.91  C129 1.098
140 H -2.20 -2.31 -8.26  N130 1.018
141 H -3.69 -2.49 -8.76  N130 1.018
142 C -0.13 -0.54 -1.78  C143 1.526, H148 1.094, H149 1.096, H150 1.090
143 C -1.18 -0.86 -0.71  C142 1.526, C144 1.506, N147 1.468, H151 1.100
144 C -1.24 0.20 0.36  C143 1.506, O145 1.398, H152 1.099, H153 1.109
145 O -0.02 0.31 1.03  C144 1.398, C146 1.405
146 C -0.18 1.05 2.22  O145 1.405, H154 1.099, H155 1.091, H156 1.095
147 N -2.51 -1.11 -1.26  C143 1.468, H157 1.026, H158 1.019
148 H 0.84 -0.36 -1.32  C142 1.094
149 H -0.38 0.39 -2.30  C142 1.096
150 H -0.01 -1.38 -2.47  C142 1.090
151 H -0.81 -1.79 -0.26  C143 1.100
152 H -2.09 0.03 1.04  C144 1.099
153 H -1.46 1.15 -0.17  C144 1.109
154 H -0.52 2.08 2.03  C146 1.099
155 H 0.78 1.16 2.72  C146 1.091
156 H -0.88 0.51 2.86  C146 1.095
157 H -2.81 -0.27 -1.76  N147 1.026
158 H -2.36 -1.74 -2.05  N147 1.019
159 C 4.68 -4.76 3.14  C160 1.527, H165 1.093, H166 1.094, H167 1.090
160 C 4.48 -5.01 1.65  C159 1.527, C161 1.498, N164 1.482, H168 1.092
161 C 3.56 -4.02 1.02  C160 1.498, O162 1.411, H169 1.103, H170 1.103
162 O 2.31 -4.08 1.68  C161 1.411, C163 1.396
163 C 1.36 -3.19 1.18  O162 1.396, H171 1.096, H172 1.097, H173 1.096
164 N 5.79 -4.94 0.96  C160 1.482, H174 1.016, H175 1.014
165 H 4.95 -3.72 3.33  C159 1.093
166 H 5.49 -5.40 3.52  C159 1.094
167 H 3.80 -5.03 3.73  C159 1.090
168 H 4.10 -6.03 1.53  C160 1.092
169 H 3.43 -4.26 -0.05  C161 1.103
170 H 3.97 -2.99 1.07  C161 1.103
171 H 1.61 -2.15 1.41  C163 1.096
172 H 0.44 -3.39 1.75  C163 1.097
173 H 1.06 -3.41 0.15  C163 1.096
174 H 5.86 -4.10 0.39  N164 1.016
175 H 6.52 -4.81 1.65  N164 1.014
176 C 7.20 2.38 3.32  C177 1.513, H182 1.091, H183 1.088, H184 1.098
177 C 5.95 2.40 4.17  C176 1.513, C178 1.510, N181 1.465, H185 1.106
178 C 5.33 1.04 4.41  C177 1.510, O179 1.408, H186 1.100, H187 1.102
179 O 4.92 0.50 3.18  C178 1.408, C180 1.412
180 C 3.94 -0.51 3.34  O179 1.412, H188 1.098, H189 1.090, H190 1.094
181 N 6.21 3.03 5.46  C177 1.465, H191 1.013, H192 1.012
182 H 7.57 3.40 3.20  C176 1.091
183 H 7.09 1.87 2.36  C176 1.088
184 H 7.99 1.83 3.85  C176 1.098
185 H 5.18 2.97 3.61  C177 1.106
186 H 4.50 1.14 5.12  C178 1.100
187 H 6.08 0.40 4.90  C178 1.102
188 H 4.31 -1.34 3.95  C180 1.098
189 H 3.72 -0.92 2.35  C180 1.090
190 H 3.02 -0.11 3.79  C180 1.094
191 H 5.37 3.01 6.04  N181 1.013
192 H 6.45 4.01 5.34  N181 1.012

Atom charges from the Mulliken analysis, given in e for atoms 1 to 8: number 1, C, carries -0.084; number 2, C, carries 0.255; number 3, O, carries -0.657; number 4, H, carries -0.228; number 5, H, carries 0.510; number 6, H, carries -0.305; number 7, H, carries 0.471; number 8, H, carries -0.248